[1]
{"formula": "C20H51NO9Si2", "method": "ωB97M-V with the def2-TZVPD basis set", "homo_ev": -9.375, "lumo_ev": -0.0859, "symbols": ["C", "C", "O", "O", "C", "C", "Si", "O", "Si", "O", "N", "O", "H", "H", "H", "H", "H", "H", "H", "H", "H", "H", "H", "C", "C", "O", "C", "C", "H", "H", "H", "H", "H", "H", "H", "H", "H", "H", "C", "C", "O", "C", "C", "H", "H", "H", "H", "H", "H", "H", "H", "H", "H", "C", "C", "O", "C", "C", "H", "H", "H", "H", "H", "H", "H", "H", "H", "H", "C", "C", "O", "C", "C", "H", "H", "H", "H", "H", "H", "H", "H", "H", "H"], "positions_angstrom": [[-3.3797, 0.9990, -3.1496], [-3.6875, -0.0031, -1.8474], [-3.4999, 0.4175, -0.5696], [-4.2201, -1.3505, -2.1492], [-3.4738, -2.3989, -1.4325], [-1.9424, -2.6387, -2.0080], [-0.5871, -2.7482, -0.6457], [0.0002, -1.2041, -0.0477], [0.4616, -0.1133, -1.3479], [-1.3667, -3.5474, 0.7572], [-1.3676, -2.6046, 1.7523], [-2.5098, -2.4146, 2.1511], [-2.2384, 0.9637, -3.4213], [-3.6887, 2.0930, -2.8346], [-3.9994, 0.5824, -4.0558], [-4.0763, -3.4026, -1.5785], [-3.4549, -2.1821, -0.2752], [-1.7464, -1.8538, -2.8530], [-1.9632, -3.7034, -2.5477], [0.4715, -3.6564, -1.1193], [1.2136, -0.7775, -2.4347], [1.1980, 1.0272, -0.7684], [-0.8048, 0.4721, -1.8551], [0.2840, 4.8668, -3.8216], [-0.8452, 4.3026, -4.6687], [-2.0550, 4.1025, -3.9418], [-2.6373, 5.2607, -3.3482], [-3.0014, 6.3380, -4.3558], [0.4902, 4.2072, -2.9697], [1.1963, 4.9669, -4.4190], [0.0391, 5.8517, -3.4193], [-0.5419, 3.3220, -5.0490], [-1.0306, 4.9289, -5.5464], [-1.9792, 5.6556, -2.5674], [-3.5511, 4.9284, -2.8415], [-2.1246, 6.7138, -4.8883], [-3.4774, 7.1850, -3.8522], [-3.6946, 5.9419, -5.1058], [-1.6841, 1.3892, 2.0244], [-0.8257, 2.3721, 1.2446], [-1.4755, 3.6148, 0.9884], [-1.8796, 4.3665, 2.1306], [-0.7254, 4.7493, 3.0414], [-2.6221, 1.1925, 1.4907], [-1.1514, 0.4424, 2.1620], [-1.9456, 1.7713, 3.0131], [-0.5899, 1.9346, 0.2693], [0.1322, 2.5423, 1.7449], [-2.6562, 3.8264, 2.6820], [-2.3502, 5.2822, 1.7536], [-0.2212, 3.8725, 3.4542], [-1.0858, 5.3550, 3.8785], [0.0232, 5.3267, 2.4881], [5.1944, -1.8257, 0.2526], [6.0529, -0.8428, -0.5273], [5.4030, 0.3999, -0.7834], [4.9990, 1.1516, 0.3587], [6.1532, 1.5344, 1.2695], [4.2565, -2.0224, -0.2811], [5.7272, -2.7725, 0.3902], [4.9329, -1.4435, 1.2412], [6.2886, -1.2803, -1.5026], [7.0108, -0.6725, -0.0270], [4.2223, 0.6115, 0.9102], [4.5283, 2.0673, -0.0182], [6.6573, 0.6576, 1.6823], [5.7927, 2.1401, 2.1066], [6.9018, 2.1118, 0.7163], [1.9810, -6.9300, 3.8928], [0.8518, -7.4942, 3.0457], [-0.3580, -7.6943, 3.7726], [-0.9403, -6.5361, 4.3662], [-1.3044, -5.4588, 3.3586], [2.1872, -7.5896, 4.7447], [2.8933, -6.8299, 3.2954], [1.7361, -5.9451, 4.2951], [1.1551, -8.4748, 2.6654], [0.6665, -6.8679, 2.1680], [-0.2822, -6.1412, 5.1470], [-1.8541, -6.8684, 4.8729], [-0.4276, -5.0830, 2.8261], [-1.7803, -4.6118, 3.8622], [-1.9975, -5.8549, 2.6086]], "forces_ev_per_angstrom": [[-0.7709, -0.9364, 0.7272], [0.6086, 1.8408, 5.1859], [-1.1048, -3.1084, -8.3746], [2.6528, 2.3840, 0.9597], [0.0663, -1.1941, 1.2648], [-1.3825, -0.5160, -1.0669], [-0.6696, 1.0919, 1.1847], [-0.1349, -1.5375, -3.0862], [-0.9635, -0.1713, 1.6604], [1.0583, 1.0299, -2.1770], [-4.0651, 0.7851, 2.0673], [3.5670, -0.5930, -0.9268], [-2.2843, 0.0226, 0.7387], [0.7368, -2.4102, -0.7206], [1.1986, 0.9825, 1.8010], [1.0948, 2.2757, 0.1852], [-0.1285, -0.2253, -2.3931], [-0.1751, -1.4040, 1.5710], [0.2372, 2.2691, 1.0566], [0.1164, 0.1858, 0.1620], [-0.0281, -0.1731, 0.1380], [0.2447, -0.3305, 0.0089], [0.2305, -0.2171, -0.1368], [0.0477, -0.0008, 0.1616], [-0.0056, 0.0456, 0.1677], [-0.0370, -0.1511, -0.0427], [0.0128, 0.0258, -0.0356], [-0.0092, 0.0118, -0.1747], [-0.0279, 0.0944, -0.1676], [-0.1297, -0.0453, 0.0643], [0.0456, -0.0039, -0.0777], [-0.2491, 0.0229, 0.1116], [0.0231, 0.0835, 0.0056], [0.0100, 0.0336, -0.0422], [0.2370, -0.1638, -0.1207], [-0.0345, 0.0536, 0.0956], [0.0480, -0.1180, -0.0411], [0.0575, 0.0517, 0.1281], [-0.2335, -0.0233, 0.0183], [-0.2752, -0.0766, 0.1345], [0.0193, 0.1614, -0.0963], [0.0814, -0.0957, -0.1009], [0.1672, -0.0034, 0.0235], [0.2899, 0.0049, 0.0642], [-0.0597, 0.1093, -0.0707], [0.1228, -0.0240, 0.0474], [-0.1933, 0.3366, 0.0607], [0.0591, 0.0081, 0.0856], [0.0601, -0.0314, 0.0652], [0.1008, -0.2484, -0.1594], [-0.0941, 0.0449, 0.0495], [0.0260, -0.0543, -0.1022], [-0.1254, -0.0385, 0.0623], [-0.1513, -0.0172, 0.0495], [-0.1438, 0.0289, 0.0258], [-0.0299, 0.0131, -0.1077], [0.0850, -0.0090, -0.0421], [0.1642, -0.0048, 0.0130], [0.1827, 0.0051, 0.0551], [-0.0700, 0.1283, -0.0536], [0.0741, -0.0561, 0.0037], [-0.0997, 0.2751, 0.0231], [-0.0031, -0.0182, 0.0953], [0.0410, -0.0297, 0.0764], [0.1003, -0.2621, -0.1576], [-0.0875, 0.0500, 0.0581], [0.0250, -0.0626, -0.1115], [-0.1355, -0.0454, 0.0668], [0.0444, 0.0177, 0.1678], [-0.0515, 0.0091, 0.1713], [0.0091, -0.1119, -0.0175], [-0.0226, 0.0040, -0.1022], [0.0188, -0.0303, -0.0791], [-0.0193, 0.0836, -0.1889], [-0.1227, -0.0461, 0.0685], [0.0433, 0.0101, -0.0857], [-0.2582, 0.0355, 0.1297], [0.0226, 0.1081, 0.0004], [0.0361, 0.0678, -0.0370], [0.2398, -0.1760, -0.1425], [-0.0432, 0.0300, 0.1016], [0.0432, -0.1287, -0.0408], [0.0698, 0.0713, 0.1170]]}

[2]
{"formula": "C5H14NO", "method": "ωB97M-V with the def2-TZVPD basis set", "charge": 1, "de_lowest_kj_mol": 541.43, "homo_ev": [-15.148, -15.150], "lumo_ev": [-5.7513, -5.7522], "symbols": ["C", "C", "C", "C", "C", "N", "O", "H", "H", "H", "H", "H", "H", "H", "H", "H", "H", "H", "H", "H", "H"], "positions_angstrom": [[-1.9638, 1.2509, 0.0395], [-0.5934, -0.8768, -1.3393], [0.4742, -1.5022, 0.6934], [2.3720, 0.6599, 0.0855], [-0.8572, 0.5305, 0.7461], [-0.1234, -0.4534, -0.0433], [1.3232, 0.4778, -0.7324], [-1.7389, 1.7124, -0.8200], [-2.8088, 0.5426, -0.2853], [-2.4681, 2.0765, 0.6384], [0.0113, -1.5472, -1.7828], [-1.6366, -1.2184, -1.4163], [-0.7273, -0.0733, -2.0643], [0.7233, -1.0152, 1.7077], [-0.2480, -2.3283, 0.9313], [1.2816, -1.7964, 0.1635], [3.0202, 1.4612, -0.5803], [3.0019, -0.2901, 0.4338], [2.2040, 1.3785, 0.8932], [-1.1792, -0.0966, 1.5653], [-0.0668, 1.1078, 1.1662]], "forces_ev_per_angstrom": [[-3.4168, -1.2622, 2.5358], [-3.3819, 2.4229, -0.6230], [-2.0505, 0.8106, 4.5883], [3.1184, 0.8772, 0.2381], [-0.4348, -0.7269, 0.0681], [1.6774, 1.7837, -2.9144], [-2.7121, -1.6163, -0.1290], [1.6180, 1.7205, -3.1926], [1.1586, 0.7973, 0.8624], [0.8386, -1.3137, -0.2319], [2.2588, -2.4183, -1.0166], [0.2202, -0.5002, 1.1709], [0.7488, 0.6384, 0.4123], [0.1964, -1.1355, -1.4247], [0.5267, 0.7190, -0.5293], [2.6570, -1.4681, -1.3256], [-1.0327, -2.2575, 1.0584], [-1.2485, 2.0500, -1.0018], [-0.3824, -0.3534, 0.6075], [-0.7673, 0.1640, 0.4806], [0.4082, 1.0685, 0.3664]]}

| no. | M (g/mol) |
| --- | --- |
| 1 | 505.8 |
| 2 | 104.2 |